This record from the Open Molecules 2025 dataset describes a molecular structure, C30H39N3NiS in a non-equilibrium geometry. The level of theory is wB97M-V/def2-TZVPD.

```
74
C30H39N3NiS, DFT wB97M-V/def2-TZVPD
Ni 0.416 -0.102 0.979
N -0.809 -2.057 3.161
N 0.091 -2.247 -0.304
C 1.560 1.555 0.480
C 2.423 0.429 0.794
C 2.160 0.035 2.153
C 2.854 -1.054 2.922
H 3.415 -1.725 2.251
H 2.131 -1.666 3.489
H 3.579 -0.613 3.632
C 1.125 0.875 2.680
C 0.575 0.813 4.077
H 1.149 1.466 4.762
H 0.620 -0.217 4.467
H -0.479 1.137 4.107
C 0.770 1.834 1.645
C -0.203 2.969 1.801
H -1.023 2.710 2.489
H -0.652 3.246 0.833
H 0.307 3.865 2.204
C 3.462 -0.163 -0.116
H 4.459 -0.175 0.365
H 3.550 0.422 -1.045
H 3.215 -1.202 -0.393
C 1.582 2.361 -0.786
H 0.564 2.564 -1.155
H 2.123 1.839 -1.592
H 2.081 3.336 -0.622
C -1.717 -2.523 4.029
H -1.932 -1.875 4.891
C -2.370 -3.756 3.894
H -3.099 -4.087 4.640
C -2.054 -4.541 2.774
H -2.538 -5.512 2.619
C -1.119 -4.067 1.853
H -0.868 -4.648 0.960
C -0.510 -2.809 2.072
C 0.434 -2.193 1.121
H 1.464 -2.544 1.286
C 0.136 -0.963 -0.727
C -0.140 -3.144 -1.342
H -0.225 -4.221 -1.203
C -0.240 -2.373 -2.471
H -0.435 -2.639 -3.507
N -0.059 -1.029 -2.084
C -0.011 0.087 -2.985
C 1.208 0.390 -3.629
C 1.247 1.512 -4.474
H 2.193 1.766 -4.968
C 0.119 2.321 -4.687
C 0.179 3.512 -5.617
H 0.137 4.462 -5.057
H -0.678 3.506 -6.318
H 1.102 3.505 -6.221
C -1.075 1.984 -4.027
H -1.966 2.605 -4.178
C -1.169 0.873 -3.173
C -2.457 0.564 -2.452
H -2.876 -0.408 -2.762
H -3.206 1.351 -2.635
H -2.283 0.494 -1.364
C 2.449 -0.445 -3.405
H 2.588 -1.189 -4.211
H 2.393 -1.004 -2.457
H 3.347 0.195 -3.386
C -3.342 -0.061 2.731
S -1.821 0.098 1.712
C -2.600 1.479 0.785
H -3.037 -0.171 3.787
H -3.950 -0.926 2.392
H -3.961 0.860 2.775
H -3.516 1.120 0.269
H -2.873 2.331 1.439
H -1.911 1.875 0.030
```

**Net charge**: -2
**Calculated total energy**: -3237.113406 Eh
**⟨S²⟩**: 2.0283
**Largest force on an atom**: 1.93 eV/A
**HOMO-LUMO gap (alpha / beta)**: 1.6 / 3.9 eV
**2S+1**: 3